{"formula": "C3H4O2Tb", "method": "the ωB97M-V functional and the def2-TZVPD basis", "lumo_energy_ha": [-0.5520, -0.5737], "s2": 13.03, "total_charge": 3, "multiplicity": 7, "homo_ha": [-0.8644, -0.8282], "species": ["C", "C", "H", "H", "C", "O", "Tb", "H", "O", "H"], "xyz": [[-0.8727, 0.1477, 0.8360], [-0.6181, 1.0000, -0.2654], [-0.0601, 1.9340, -0.1535], [-1.3575, 0.8804, -1.0717], [0.1108, -0.6802, -0.4360], [1.3057, -0.7264, -0.7421], [2.9516, -1.9459, -1.9536], [-0.5657, -1.4650, -0.8147], [-0.1596, 0.3334, 1.9230], [-0.7342, 0.5218, 2.6779]], "atomic_forces_ev_per_a": [[3.01, 2.68, 1.41], [-2.15, -1.50, 0.39], [0.27, -0.24, 0.02], [0.48, -0.04, -0.34], [1.37, -0.09, -2.44], [-1.70, 0.13, 1.20], [0.72, -0.25, -0.24], [-0.35, 0.26, 0.36], [-1.35, -1.07, -1.67], [-0.31, 0.13, 1.30]]}

=====

{"formula": "C3H4O3", "method": "the ωB97M-V functional and the def2-TZVPD basis", "lumo_energy_ha": [-0.0440, -0.0439], "multiplicity": 1, "de_lowest_kcal_mol": 152.57, "homo_ha": [-0.2734, -0.2734], "species": ["O", "C", "C", "O", "C", "O", "H", "H", "H", "H"], "xyz": [[-2.1017, 0.2785, 0.1917], [-0.8531, 0.0715, 0.4526], [0.2896, 0.7866, -0.2242], [0.8679, 1.4269, 0.6738], [1.3377, -1.3533, 0.1956], [1.1824, -0.6385, -0.8413], [-2.2304, 0.8699, -0.5748], [-0.6553, -0.4626, 1.3723], [0.0974, 1.1985, -1.2262], [2.0656, -2.1775, -0.0195]], "atomic_forces_ev_per_a": [[0.60, 0.29, 0.12], [-0.09, 0.46, 0.20], [0.13, -0.42, -0.59], [-0.61, -0.36, -0.19], [-0.05, -0.52, 0.09], [0.05, 0.75, 0.89], [0.12, -0.32, -0.06], [0.11, -0.04, -0.06], [-0.12, 0.09, -0.03], [-0.15, 0.08, -0.38]]}

=====

{"formula": "C3H4O3", "method": "the ωB97M-V functional and the def2-TZVPD basis", "smiles": "C[C@@]1(O)OC1=O", "lumo_energy_ha": 0.0181, "multiplicity": 1, "de_lowest_kcal_mol": 56.59, "homo_ha": -0.3755, "species": ["C", "C", "C", "O", "O", "O", "H", "H", "H", "H"], "xyz": [[-1.5788, -0.1918, 0.1344], [-0.3224, 0.4150, -0.0160], [1.0342, -0.6180, -0.0702], [-2.4960, -0.6109, 0.7196], [-1.2401, 0.0459, -1.1160], [-0.1287, 1.6955, 0.3351], [1.1562, -0.9213, -1.1765], [0.8318, -1.4720, 0.5830], [1.8873, -0.1157, 0.4351], [0.8564, 1.7732, 0.1715]], "atomic_forces_ev_per_a": [[-0.18, 0.13, 0.08], [3.44, -2.91, 0.83], [-1.94, 1.77, -0.51], [-1.55, -0.87, 0.97], [-0.20, 0.52, -1.60], [2.41, 0.16, -0.79], [0.12, 0.55, 1.98], [-0.22, -0.02, -0.45], [-0.29, -0.12, -0.86], [-1.58, 0.80, 0.35]]}

=====

{"formula": "C3H4O3", "method": "the ωB97M-V functional and the def2-TZVPD basis", "smiles": "C=COC(=O)O", "lumo_energy_ha": 0.0236, "multiplicity": 1, "de_lowest_kcal_mol": 42.51, "homo_ha": -0.3563, "species": ["O", "C", "C", "O", "C", "O", "H", "H", "H", "H"], "xyz": [[0.2636, 1.2246, 0.2153], [1.1751, 0.2598, -0.1410], [0.9034, -1.0311, 0.0072], [-1.4054, 0.1109, -0.7747], [-0.9428, 0.6133, 0.3949], [-1.5072, 0.5560, 1.4430], [2.0972, 0.6931, -0.4989], [1.5343, -1.7942, -0.4149], [0.0439, -1.3587, 0.5896], [-2.1620, 0.7263, -0.8206]], "atomic_forces_ev_per_a": [[0.07, -0.19, 0.63], [0.37, -0.55, -0.05], [0.49, 0.07, 0.19], [-1.13, 1.22, 0.07], [0.35, 0.06, 1.06], [0.09, 0.35, -0.47], [-0.11, -0.08, -0.31], [0.30, 0.02, 0.19], [0.08, -0.08, -0.42], [-0.51, -0.84, -0.91]]}

=====

{"formula": "C3H4O3", "method": "the ωB97M-V functional and the def2-TZVPD basis", "lumo_energy_ha": 0.0232, "multiplicity": 1, "de_lowest_kcal_mol": 141.87, "homo_ha": -0.3046, "species": ["C", "C", "C", "O", "O", "O", "H", "H", "H", "H"], "xyz": [[-1.0539, -0.4593, -0.0067], [-1.9422, 0.5393, -0.0950], [0.5997, -0.7687, 0.2626], [-2.0792, -1.3558, -0.0413], [-3.0021, -0.2912, -0.2197], [-2.0359, 1.8778, 0.0129], [0.9727, 0.1840, -0.0429], [0.6686, -1.1387, 1.2496], [1.0482, -1.7217, -0.3165], [-2.7509, 2.2338, -0.5437]], "atomic_forces_ev_per_a": [[4.27, 0.82, 0.65], [1.87, 1.48, -0.08], [-3.78, -2.27, -2.57], [-0.87, -2.68, -0.40], [-1.55, -0.27, 0.29], [-0.33, -0.22, -0.19], [1.01, 0.27, 0.32], [0.34, 0.63, 1.40], [-1.34, 2.54, 0.49], [0.37, -0.30, 0.09]]}

=====

{"formula": "C3H4O3", "method": "the ωB97M-V functional and the def2-TZVPD basis", "smiles": "O=C=CO.C=O", "lumo_energy_ha": 0.0064, "multiplicity": 1, "de_lowest_kcal_mol": 73.05, "homo_ha": -0.3393, "species": ["O", "C", "C", "O", "C", "O", "H", "H", "H", "H"], "xyz": [[1.6595, 0.4773, -0.4196], [0.6330, 0.8360, 0.4397], [-1.3143, -0.9007, -0.9731], [-2.3762, -0.8410, -0.4087], [0.4336, 0.1220, 1.5372], [0.2451, -0.5275, 2.4867], [2.3783, 1.1162, -0.3194], [-0.0840, 1.6031, 0.1645], [-0.5467, -1.6585, -0.7337], [-1.0222, -0.2053, -1.7831]], "atomic_forces_ev_per_a": [[0.29, 0.15, -0.10], [-0.30, -0.01, 0.31], [-0.17, 0.01, 0.07], [0.40, -0.03, -0.26], [-0.12, -0.39, 0.53], [0.15, 0.56, -0.74], [-0.10, -0.15, -0.06], [0.13, -0.09, 0.10], [-0.12, -0.07, 0.09], [-0.15, 0.04, 0.05]]}

=====

{"formula": "C3H4O3", "method": "the ωB97M-V functional and the def2-TZVPD basis", "smiles": "O=CC(O)C=O", "lumo_energy_ha": 0.0014, "multiplicity": 1, "de_lowest_kcal_mol": 39.25, "homo_ha": -0.3712, "species": ["O", "C", "C", "O", "C", "O", "H", "H", "H", "H"], "xyz": [[0.0087, -0.8408, -1.4307], [0.2515, 0.1720, -0.5001], [0.9799, -0.3686, 0.7316], [1.7303, 0.2740, 1.4171], [-1.0114, 0.7840, 0.0992], [-2.0149, 0.1305, 0.2469], [-0.5734, -1.4994, -1.0306], [0.8630, 0.9392, -0.9815], [0.6884, -1.4147, 0.9773], [-0.9220, 1.8238, 0.4708]], "atomic_forces_ev_per_a": [[-0.02, -0.14, 0.10], [0.10, 0.15, 0.00], [0.30, 0.27, 0.34], [-0.29, -0.30, -0.33], [-0.36, -0.24, 0.10], [0.40, 0.28, -0.21], [-0.18, 0.10, -0.07], [-0.06, -0.06, 0.10], [0.16, 0.07, -0.02], [-0.04, -0.13, -0.03]]}

=====

{"formula": "C3H4O3", "method": "the ωB97M-V functional and the def2-TZVPD basis", "smiles": "Cc1ooc1O", "lumo_energy_ha": 0.0186, "multiplicity": 1, "de_lowest_kcal_mol": 136.09, "homo_ha": -0.3096, "species": ["C", "C", "C", "O", "O", "O", "H", "H", "H", "H"], "xyz": [[0.2184, -0.3719, 0.2385], [-0.8205, -0.4022, -0.6225], [1.2063, 0.8032, 0.7205], [0.1837, -1.7277, 0.5276], [-0.9171, -1.8505, -0.3464], [-1.5056, 0.2327, -1.5187], [0.6485, 1.5283, 1.3992], [1.8691, 0.3146, 1.4221], [1.5957, 1.3288, -0.2760], [-2.4785, 0.1446, -1.5443]], "atomic_forces_ev_per_a": [[0.51, 3.88, -0.42], [1.30, -3.09, 2.59], [-2.22, -0.76, -1.31], [0.61, 0.67, 0.47], [-1.31, 0.42, -1.42], [-0.73, 0.86, -1.48], [0.45, -0.74, -1.27], [1.03, 0.17, -0.48], [-0.35, -1.20, 2.65], [0.71, -0.20, 0.67]]}

=====

{"formula": "C3H4O3Rb", "method": "the ωB97M-V functional and the def2-TZVPD basis", "lumo_energy_ha": [-0.0302, -0.0371], "s2": 0.75, "multiplicity": 2, "de_lowest_kcal_mol": 0.00, "homo_ha": [-0.2225, -0.3240], "species": ["Rb", "O", "O", "C", "O", "C", "C", "H", "H", "H", "H"], "xyz": [[6.0489, 0.9112, -0.9513], [3.2562, 1.6540, -0.8100], [3.6792, -0.2860, 0.2141], [2.9474, 0.6372, -0.1725], [-2.1225, 1.2809, 0.9207], [-1.9183, 0.0861, 0.8316], [-2.4898, -0.7775, -0.2478], [-1.7325, -1.4991, -0.5871], [-1.4929, -0.4627, 1.7017], [-2.8623, -0.1762, -1.0853], [-3.3133, -1.3679, 0.1859]], "atomic_forces_ev_per_a": [[-0.71, -0.06, 0.18], [-0.37, 0.11, 0.00], [-0.28, -0.23, 0.18], [1.35, 0.15, -0.36], [0.55, -0.93, -0.28], [-1.32, 0.85, 0.88], [0.29, -0.25, -0.42], [-0.21, 0.17, -0.01], [0.38, 0.13, -0.33], [0.11, -0.16, 0.24], [0.21, 0.21, -0.07]]}

=====

{"formula": "C3H4O3S", "method": "the ωB97M-V functional and the def2-TZVPD basis", "lumo_energy_ha": -0.0367, "multiplicity": 1, "de_lowest_kcal_mol": 107.37, "homo_ha": -0.3625, "species": ["C", "C", "C", "O", "O", "O", "S", "H", "H", "H", "H"], "xyz": [[-1.6324, 0.4527, -0.2317], [-0.4657, -0.2409, -0.8215], [0.2565, -1.3096, -0.0451], [1.3015, 2.1968, 0.0077], [0.6468, 1.5196, 2.2545], [-1.8628, -0.4756, -1.0708], [0.4081, 2.3696, 1.1212], [0.0420, 0.2225, -1.6560], [1.2895, -1.3673, -0.3711], [-0.2205, -2.2762, -0.2095], [0.2370, -1.0915, 1.0222]], "atomic_forces_ev_per_a": [[-0.08, 0.58, 0.38], [1.19, -0.15, 0.05], [-0.17, 0.13, -0.05], [-0.40, 0.24, 0.13], [-0.30, 0.33, -0.21], [-1.02, -0.49, -0.43], [0.65, -0.55, 0.10], [-0.04, 0.04, -0.05], [0.11, -0.03, 0.01], [0.04, -0.04, -0.01], [0.02, -0.05, 0.08]]}

=====

{"formula": "C3H4O3S", "method": "the ωB97M-V functional and the def2-TZVPD basis", "lumo_energy_ha": -0.0273, "multiplicity": 1, "de_lowest_kcal_mol": 73.59, "homo_ha": -0.3220, "species": ["C", "C", "C", "H", "H", "H", "H", "O", "O", "O", "S"], "xyz": [[-0.6168, -0.3625, -1.4085], [0.0560, 0.4893, -0.3303], [0.2000, -0.2035, 1.0468], [-0.5616, -1.5388, 0.0255], [1.0750, 0.9804, -0.6365], [-0.7487, 1.2932, -0.2244], [1.8098, 1.2437, 1.7399], [-0.8878, -1.4822, -0.8867], [0.9030, 0.4059, 2.0153], [-0.2291, -1.2712, 1.3725], [-0.9998, 0.4457, -2.7137]], "atomic_forces_ev_per_a": [[1.50, 2.00, 2.49], [0.78, 1.87, 0.85], [2.16, 2.28, -0.05], [-0.15, -0.83, 1.05], [-2.08, -0.91, 0.50], [1.51, -0.62, 0.33], [-4.68, -3.84, 0.67], [-1.80, -2.81, -3.16], [4.24, 3.98, -0.75], [-0.75, -1.01, 0.46], [-0.72, -0.11, -2.38]]}

=====

{"formula": "C3H4O3Sm", "method": "the ωB97M-V functional and the def2-TZVPD basis", "lumo_energy_ha": [-0.0391, -0.0387], "s2": 12.01, "multiplicity": 7, "de_lowest_kcal_mol": 0.35, "homo_ha": [-0.2772, -0.2834], "species": ["O", "C", "O", "C", "C", "O", "Sm", "H", "H", "H", "H"], "xyz": [[1.9063, -0.7944, 1.8980], [1.4599, -0.1471, 2.9572], [2.0253, -0.1607, 4.0567], [-0.9422, -0.5483, -2.0976], [-1.0177, 0.7831, -1.9228], [0.3599, 0.5393, 2.7102], [0.1889, -0.1576, 0.5548], [-1.7717, -1.2041, -1.8181], [-0.0756, -1.0053, -2.5837], [-0.2186, 1.4511, -2.2563], [-1.9145, 1.2441, -1.4984]], "atomic_forces_ev_per_a": [[-0.16, -0.53, -1.35], [1.24, 0.20, 2.11], [-0.70, -0.05, -1.26], [-0.02, 0.68, -0.28], [-0.24, -0.51, -0.38], [-1.13, 0.39, -0.82], [0.99, -0.16, 1.94], [0.26, 0.16, -0.08], [-0.29, 0.09, 0.15], [-0.24, -0.19, 0.10], [0.29, -0.09, -0.12]]}